ORCA calculation (ωB97M-V with the def2-TZVPD basis set) on a cluster of 2 separate species, CHF3O2P in total.

## Properties
Total charge ... -1
Energy above the lowest of the compared OMol25 structures with the same formula, charge and spin ... 256.0 kJ/mol
Maximum force ... 0.0540 Eh/bohr
Calculated total energy ... -22591.632 eV
HOMO level ... -4.6 eV
Kohn-Sham gap ... 8.97 eV
LUMO energy ... 4.365 eV

The geometry in XYZ format:
```
8
CHF3O2P, DFT ωB97M-V with the def2-TZVPD basis set
C 1.17260 0.35359 -0.06521
O -1.50785 -1.33439 1.18528
O -1.62131 -1.03705 -1.35190
F 1.81845 0.73985 -1.19975
F 2.01603 -0.52126 0.55803
F 1.16725 1.47261 0.73822
P -1.33176 -0.50810 -0.01247
H -1.71342 0.83475 0.14779
```



ORCA calculation (ωB97M-V with the def2-TZVPD basis set) on a structure of composition C4H5O2Zn.

## Properties
Energy above the lowest of the compared OMol25 structures with the same formula, charge and spin ... 53.0 kJ/mol
Maximum force ... 0.0887 Eh/bohr
Calculated total energy ... -56738.276 eV
HOMO level (spin up / spin down) ... -8.5 / -8.6 eV
Kohn-Sham gap (spin up / spin down) ... 8.61 / 6.82 eV
LUMO energy (spin up / spin down) ... 0.108 / -1.758 eV
2S+1 ... 2

The geometry in XYZ format:
```
12
C4H5O2Zn, DFT ωB97M-V with the def2-TZVPD basis set
O -2.67202 1.17780 -0.15613
C -1.58182 1.00856 0.40010
C -1.09514 -0.39808 0.37766
C 0.39834 -0.53975 0.32768
C 1.14688 -0.19547 -0.74245
O 2.44915 -0.29923 -0.86138
Zn 3.88373 -0.19449 0.05310
H -0.78988 1.77934 0.27275
H -1.50289 -0.87197 1.28718
H 0.89781 -0.96639 1.20394
H 0.63553 0.23233 -1.62356
H -1.76969 -0.73266 -0.53888
```



ORCA calculation (ωB97M-V with the def2-TZVPD basis set) on the ion C7H11N2 with charge +1.

## Properties
Total charge ... +1
Energy above the lowest of the compared OMol25 structures with the same formula, charge and spin ... 579.0 kJ/mol
Maximum force ... 0.0852 Eh/bohr
Calculated total energy ... -10405.717 eV
HOMO level ... -13.5 eV
Kohn-Sham gap ... 7.80 eV
LUMO energy ... -5.708 eV

The geometry in XYZ format:
```
20
C7H11N2, DFT ωB97M-V with the def2-TZVPD basis set
C -0.62254 0.45518 -1.24460
C 1.20415 1.25111 -0.23936
C 1.37584 -0.08998 0.32767
C 1.64643 2.46280 0.13841
C 2.10756 -1.10772 0.63625
C -1.71714 0.31926 0.90610
C -1.16355 -1.84544 -0.59551
N 0.23157 1.33746 -1.23701
N -0.87408 -0.45433 -0.14310
H -1.44012 0.56644 -2.05082
H 1.34151 3.32044 -0.41807
H 2.29972 2.48385 0.96953
H 1.75587 -2.16343 0.93015
H 3.21789 -1.03868 0.71553
H -1.75565 -0.26725 1.75704
H -1.21832 1.17504 1.13108
H -2.69728 0.56216 0.51091
H -0.96076 -2.63489 0.19543
H -2.13853 -2.11122 -0.88863
H -0.59257 -2.22081 -1.40101
```



ORCA calculation (ωB97M-V with the def2-TZVPD basis set) on a structure of composition C15H31CeNO2P2.

## Properties
Total charge ... +2
Energy above the lowest of the compared OMol25 structures with the same formula, charge and spin ... 191.0 kJ/mol
Maximum force ... 0.1695 Eh/bohr
Calculated total energy ... -53126.824 eV
HOMO level (spin up / spin down) ... -14.1 / -14.1 eV
Kohn-Sham gap (spin up / spin down) ... 5.98 / 5.98 eV
LUMO energy (spin up / spin down) ... -8.097 / -8.095 eV

The geometry in XYZ format:
```
52
C15H31CeNO2P2, DFT ωB97M-V with the def2-TZVPD basis set
P 1.11011 -1.98954 -1.35895
P 1.07173 2.41893 -1.39720
C 1.30072 -0.57798 -2.53847
C 1.69518 0.91374 -2.37106
H 0.35234 -0.61663 -3.11586
H 2.08334 -1.00203 -3.21121
H 2.76436 0.92978 -2.07787
H 1.64525 1.30731 -3.39316
C -0.38909 3.25127 -2.20900
H -1.29492 3.09906 -1.60203
H -0.61654 2.99133 -3.26020
H -0.15983 4.33453 -2.21978
C 2.29118 3.51488 -2.25558
H 1.86037 3.90161 -3.18848
H 3.20878 2.96346 -2.48410
H 2.51414 4.35304 -1.57988
C -0.10051 -3.07144 -2.15499
H -0.17936 -4.01128 -1.58909
H 0.22224 -3.31024 -3.17612
H -1.07894 -2.57260 -2.17082
C 2.55605 -3.05758 -1.23564
H 3.48504 -2.49562 -1.08492
H 2.66868 -3.67417 -2.14414
H 2.44872 -3.75328 -0.38678
Ce -2.00463 0.16115 -4.62842
C -0.69236 1.69199 -5.89317
C -2.07503 1.88783 -6.07690
C -3.01693 0.92694 -6.75725
C -2.42116 -0.41527 -7.25738
C -1.66364 -1.29161 -6.30294
C -0.38026 -1.05645 -5.73594
C 0.72445 -0.31719 -6.46665
C 0.27848 1.09615 -6.91035
C 0.48736 -1.40241 0.20451
H -0.21473 2.39644 -5.19363
H -2.54068 2.81464 -5.76760
H -3.50412 1.40451 -7.62894
H -3.90717 0.70735 -6.10941
H -3.28360 -1.02229 -7.55656
H -1.84428 -0.24314 -8.16824
H -2.11210 -2.27337 -6.06000
H -0.05862 -1.68995 -4.88080
H 1.09046 -0.87419 -7.35000
H 1.58521 -0.23144 -5.78641
H 1.16872 1.74178 -6.99434
H -0.18312 1.05563 -7.90931
H 0.69607 -0.32991 0.30291
H 0.97543 -1.94809 1.02651
H -0.59567 -1.58500 0.23102
O -3.87418 -0.79833 -3.19949
N -3.40582 -0.46987 -2.06774
O -2.26185 0.14065 -2.14906
```